No. 1
This record from the OMol25 dataset describes a structure of composition C29H38N4O4PZr. The level of theory is ωB97M-V/def2-TZVPD.

Computed properties:
HOMO-LUMO gap ... 6.64 eV
E_tot ... -55387.5741 eV
Highest occupied orbital energy ... -16.2 eV
Energy above the lowest of the compared OMol25 structures with the same formula, charge and spin ... 25.2 kJ/mol
E_LUMO ... -9.60 eV
Charge ... +3

Geometry (Å):
Zr (0.359, -0.044, -0.689)
C (1.182, -0.354, 3.011)
C (-0.194, -0.095, 2.399)
C (-1.089, -1.312, 2.373)
C (-1.455, -1.814, 3.615)
C (-2.177, -2.988, 3.713)
C (-2.480, -3.694, 2.562)
C (-2.146, -3.233, 1.292)
C (-2.418, -4.182, 0.135)
C (-1.193, -4.513, -0.721)
C (-1.503, -1.982, 1.211)
N (-1.242, -1.320, -0.038)
C (-2.004, -1.483, -1.105)
C (-1.769, -0.796, -2.313)
C (-2.464, -0.861, -3.515)
C (-1.863, 0.056, -4.389)
C (-0.830, 0.663, -3.700)
N (-0.743, 0.171, -2.432)
H (1.836, 0.512, 2.895)
H (1.654, -1.227, 2.562)
H (1.081, -0.550, 4.077)
H (-0.059, 0.388, 1.401)
H (-0.683, 0.726, 2.932)
H (-1.166, -1.282, 4.512)
H (-2.471, -3.371, 4.680)
H (-2.985, -4.647, 2.648)
H (-3.259, -3.858, -0.483)
H (-2.768, -5.113, 0.577)
H (-0.821, -3.672, -1.312)
H (-1.435, -5.314, -1.419)
H (-0.375, -4.856, -0.088)
H (-2.859, -2.147, -1.072)
H (-3.310, -1.499, -3.721)
H (-2.148, 0.259, -5.408)
H (-0.141, 1.418, -4.048)
C (-0.528, 5.571, 1.325)
N (0.483, 4.529, 1.178)
N (0.288, 3.415, 0.418)
C (1.426, 2.680, 0.448)
O (1.471, 1.561, -0.255)
C (2.344, 3.320, 1.256)
C (1.720, 4.492, 1.690)
C (2.245, 5.569, 2.565)
C (-0.871, 3.119, -0.373)
C (-1.816, 2.214, 0.120)
C (-2.941, 1.929, -0.650)
C (-3.112, 2.541, -1.882)
C (-2.163, 3.438, -2.360)
C (-1.032, 3.729, -1.609)
H (-1.504, 5.162, 1.080)
H (-0.309, 6.411, 0.667)
H (-0.537, 5.910, 2.358)
H (3.348, 3.010, 1.485)
H (3.279, 5.365, 2.829)
H (1.664, 5.642, 3.486)
H (2.202, 6.536, 2.061)
H (-1.722, 1.821, 1.125)
H (-3.701, 1.264, -0.261)
H (-4.000, 2.337, -2.466)
H (-2.312, 3.925, -3.314)
H (-0.291, 4.435, -1.966)
C (3.096, -4.641, -0.240)
O (2.151, -3.552, -0.512)
P (2.402, -2.018, -0.388)
O (1.568, -1.475, -1.766)
C (1.861, -1.819, -3.171)
O (3.916, -1.850, -0.783)
C (4.747, -0.726, -0.372)
H (2.741, -5.486, -0.820)
H (3.068, -4.870, 0.821)
H (4.094, -4.354, -0.557)
H (0.910, -1.926, -3.682)
H (2.405, -2.759, -3.178)
H (2.461, -1.023, -3.600)
H (5.768, -1.022, -0.587)
H (4.630, -0.542, 0.694)
H (4.487, 0.157, -0.953)

---

No. 2
This record from the OMol25 dataset describes a structure of composition C29H38N4O8W. The level of theory is ωB97M-V/def2-TZVPD.

Computed properties:
HOMO-LUMO gap (spin up / spin down) ... 6.34 / 7.31 eV
E_tot ... -54855.7505 eV
Highest occupied orbital energy (spin up / spin down) ... -6.8 / -8.4 eV
Energy above the lowest of the compared OMol25 structures with the same formula, charge and spin ... 4.7 kJ/mol
Spin multiplicity ... 3
E_LUMO (spin up / spin down) ... -0.43 / -1.11 eV
<S²> ... 2.012
Charge ... 0

Geometry (Å):
W (0.010, -0.375, -0.192)
C (0.976, -2.341, -0.974)
C (2.148, -1.686, -0.500)
C (1.987, -1.552, 0.926)
C (0.732, -2.138, 1.250)
C (0.119, -2.693, 0.104)
C (-0.993, -3.734, 0.092)
C (-1.525, -3.970, 1.506)
C (-0.326, -5.034, -0.392)
C (-2.160, -3.406, -0.838)
C (2.954, -1.250, 2.081)
C (3.666, -2.585, 2.384)
C (4.002, -0.169, 1.825)
C (2.202, -0.879, 3.368)
C (3.336, -1.465, -1.449)
C (2.916, -1.763, -2.896)
C (4.398, -2.517, -1.070)
C (3.993, -0.070, -1.456)
H (0.774, -2.563, -2.008)
H (0.322, -2.179, 2.244)
H (-0.731, -4.284, 2.188)
H (-2.270, -4.765, 1.478)
H (-2.004, -3.078, 1.908)
H (0.524, -5.303, 0.240)
H (0.028, -4.938, -1.419)
H (-1.048, -5.852, -0.360)
H (-2.675, -2.497, -0.532)
H (-2.869, -4.237, -0.813)
H (-1.831, -3.277, -1.868)
H (4.263, -2.943, 1.549)
H (2.939, -3.359, 2.636)
H (4.328, -2.451, 3.242)
H (4.688, -0.433, 1.025)
H (4.595, -0.041, 2.732)
H (3.545, 0.795, 1.592)
H (1.606, -1.705, 3.754)
H (1.547, -0.024, 3.240)
H (2.935, -0.629, 4.136)
H (2.643, -2.810, -3.040)
H (3.767, -1.556, -3.547)
H (2.091, -1.122, -3.209)
H (3.956, -3.507, -0.930)
H (4.937, -2.244, -0.166)
H (5.129, -2.583, -1.878)
H (3.639, 0.522, -2.295)
H (5.074, -0.180, -1.562)
H (3.811, 0.504, -0.555)
O (-1.151, 1.169, -0.514)
N (-2.124, 1.141, -1.451)
N (-2.254, -0.146, -1.834)
O (-1.064, -0.864, -1.790)
C (-3.061, -0.401, -2.963)
C (-2.700, -1.363, -3.898)
C (-3.542, -1.617, -4.971)
C (-4.728, -0.918, -5.122)
C (-5.073, 0.049, -4.184)
C (-4.252, 0.309, -3.103)
H (-1.765, -1.891, -3.788)
H (-3.258, -2.366, -5.700)
H (-5.379, -1.119, -5.962)
H (-5.995, 0.605, -4.294)
H (-4.514, 1.057, -2.368)
O (2.888, 4.772, -0.628)
C (2.435, 4.619, 0.606)
O (2.568, 5.458, 1.458)
C (1.743, 3.336, 0.924)
C (1.152, 3.071, 2.152)
N (0.633, 1.845, 2.103)
N (0.864, 1.281, 0.915)
C (1.507, 2.180, 0.177)
C (1.693, 1.820, -1.256)
O (2.240, 2.591, -2.030)
O (1.233, 0.653, -1.551)
H (2.670, 3.998, -1.211)
H (1.079, 3.694, 3.026)
H (-0.001, 1.312, 2.729)
O (-1.620, -0.749, 1.074)
C (-1.893, -0.411, 2.273)
O (-1.154, 0.169, 3.069)
H (-2.904, -0.706, 2.590)

---

No. 3
This record from the OMol25 dataset describes a structure of composition C29H38N4O8W in a non-equilibrium geometry. The level of theory is ωB97M-V/def2-TZVPD.

Computed properties:
HOMO-LUMO gap (spin up / spin down) ... 6.63 / 8.64 eV
E_tot ... -54855.1160 eV
Highest occupied orbital energy (spin up / spin down) ... -6.6 / -8.9 eV
Energy above the lowest of the compared OMol25 structures with the same formula, charge and spin ... 66.0 kJ/mol
Spin multiplicity ... 3
E_LUMO (spin up / spin down) ... 0.04 / -0.22 eV
<S²> ... 2.016
Charge ... 0

Geometry (Å):
W (-0.338, -0.081, 0.262)
C (1.743, 1.109, 0.159)
C (1.269, 1.416, -1.179)
C (0.087, 2.184, -1.026)
C (-0.119, 2.304, 0.399)
C (0.956, 1.747, 1.118)
C (1.328, 2.079, 2.554)
C (2.152, 0.991, 3.249)
C (2.207, 3.337, 2.443)
C (0.092, 2.420, 3.388)
C (-0.888, 2.932, -1.949)
C (-2.328, 2.789, -1.420)
C (-0.956, 2.504, -3.416)
C (-0.493, 4.419, -1.889)
C (2.136, 1.033, -2.385)
C (2.621, 2.342, -3.032)
C (3.389, 0.283, -1.917)
C (1.461, 0.127, -3.421)
H (2.623, 0.525, 0.368)
H (-0.950, 2.809, 0.858)
H (2.952, 0.617, 2.608)
H (1.541, 0.149, 3.564)
H (2.618, 1.411, 4.143)
H (3.128, 3.116, 1.900)
H (2.470, 3.698, 3.439)
H (1.681, 4.133, 1.912)
H (-0.635, 1.611, 3.386)
H (-0.404, 3.315, 3.008)
H (0.386, 2.618, 4.421)
H (-2.641, 1.744, -1.430)
H (-3.002, 3.352, -2.067)
H (-2.447, 3.171, -0.408)
H (-1.254, 1.462, -3.506)
H (-0.030, 2.668, -3.955)
H (-1.723, 3.108, -3.906)
H (-0.520, 4.794, -0.864)
H (-1.187, 5.012, -2.489)
H (0.514, 4.574, -2.278)
H (3.148, 2.955, -2.298)
H (1.803, 2.935, -3.433)
H (3.310, 2.117, -3.849)
H (4.009, 0.898, -1.262)
H (3.985, 0.027, -2.795)
H (3.135, -0.646, -1.404)
H (0.522, 0.526, -3.781)
H (1.277, -0.862, -3.000)
H (2.133, 0.005, -4.274)
O (-1.075, -0.266, -1.829)
N (-1.506, -1.414, -2.188)
N (-1.689, -2.197, -1.218)
O (-1.461, -1.807, 0.025)
C (-2.129, -3.543, -1.419)
C (-1.732, -4.503, -0.504)
C (-2.138, -5.813, -0.689)
C (-2.930, -6.154, -1.777)
C (-3.321, -5.176, -2.685)
C (-2.926, -3.862, -2.507)
H (-1.110, -4.224, 0.335)
H (-1.827, -6.570, 0.019)
H (-3.244, -7.179, -1.917)
H (-3.942, -5.437, -3.531)
H (-3.221, -3.084, -3.198)
O (1.743, -4.163, 4.801)
C (0.857, -4.121, 3.786)
O (0.502, -5.116, 3.231)
C (0.340, -2.766, 3.427)
C (-0.679, -2.058, 4.040)
N (-0.938, -0.963, 3.296)
N (-0.133, -0.940, 2.227)
C (0.632, -2.022, 2.278)
C (1.507, -2.291, 1.088)
O (2.375, -3.128, 1.123)
O (1.178, -1.544, 0.060)
H (1.982, -3.266, 5.064)
H (-1.255, -2.267, 4.927)
H (-1.825, -0.429, 3.277)
O (-3.469, -0.172, 2.643)
C (-3.228, 0.112, 1.478)
O (-2.117, 0.649, 1.095)
H (-3.984, -0.061, 0.697)

---

No. 4
This record from the OMol25 dataset describes a structure of composition C29H38NO3P2SiTi in a non-equilibrium geometry. The level of theory is ωB97M-V/def2-TZVPD.

Computed properties:
HOMO-LUMO gap (spin up / spin down) ... 6.67 / 6.79 eV
E_tot ... -87883.3505 eV
Highest occupied orbital energy (spin up / spin down) ... -13.4 / -13.4 eV
Spin multiplicity ... 2
E_LUMO (spin up / spin down) ... -6.72 / -6.59 eV
<S²> ... 0.754
Charge ... +2

Geometry (Å):
Ti (0.009, -0.433, -1.256)
P (-2.306, -0.154, -1.799)
C (-2.182, 0.621, -3.425)
C (-0.759, 0.937, -3.844)
N (0.291, 0.608, -3.051)
C (1.545, 0.998, -3.424)
C (1.756, 1.716, -4.589)
C (0.695, 2.033, -5.438)
C (-0.587, 1.647, -5.025)
C (2.736, 0.636, -2.555)
P (2.391, -0.850, -1.535)
H (-1.490, 1.898, -5.577)
H (2.788, 2.026, -4.783)
H (0.850, 2.585, -6.365)
H (3.629, 0.415, -3.169)
H (3.036, 1.479, -1.901)
H (-2.669, -0.037, -4.113)
H (-2.800, 1.543, -3.401)
H (-1.672, -5.101, -6.009)
O (-2.322, -4.498, -6.359)
H (-1.804, -3.831, -6.855)
H (-0.471, -4.281, -0.287)
O (-0.437, -3.371, -0.707)
H (-0.421, -3.647, -1.649)
C (3.033, -2.183, -2.580)
H (4.067, -1.947, -2.871)
H (3.018, -3.108, -1.989)
H (2.417, -2.318, -3.478)
C (3.628, -0.753, -0.229)
H (3.384, -1.476, 0.554)
H (4.617, -0.987, -0.646)
H (3.642, 0.243, 0.223)
C (-3.057, 1.108, -0.751)
H (-4.038, 1.357, -1.177)
H (-3.167, 0.712, 0.266)
H (-2.433, 2.008, -0.706)
C (-3.550, -1.444, -1.923)
H (-3.653, -1.933, -0.943)
H (-4.506, -0.988, -2.214)
H (-3.251, -2.191, -2.668)
O (0.029, 0.370, 0.390)
Si (-0.007, 0.553, 2.033)
C (-1.519, -0.297, 2.787)
C (-2.351, -1.174, 2.077)
C (-3.443, -1.789, 2.708)
C (-3.710, -1.538, 4.057)
C (-2.857, -0.708, 4.792)
C (-1.768, -0.093, 4.154)
C (1.514, -0.324, 2.715)
C (1.516, -1.725, 2.759)
C (2.624, -2.421, 3.257)
C (3.723, -1.721, 3.761)
C (3.740, -0.325, 3.702)
C (2.635, 0.370, 3.190)
C (-0.046, 2.391, 2.416)
C (-1.123, 3.000, 3.082)
C (-1.071, 4.356, 3.445)
C (0.040, 5.134, 3.107)
C (1.066, 4.563, 2.346)
C (1.017, 3.204, 1.996)
H (-2.140, -1.417, 1.026)
H (-4.090, -2.461, 2.141)
H (-4.577, -1.990, 4.541)
H (-3.023, -0.538, 5.857)
H (-1.095, 0.537, 4.746)
H (0.637, -2.286, 2.423)
H (2.621, -3.517, 3.267)
H (4.563, -2.259, 4.202)
H (4.616, 0.230, 4.044)
H (2.651, 1.461, 3.166)
H (-2.019, 2.418, 3.306)
H (-1.914, 4.809, 3.969)
H (0.094, 6.182, 3.410)
H (1.897, 5.180, 2.003)
H (1.813, 2.784, 1.374)

---

No. 5
This record from the OMol25 dataset describes a structure of composition C29H39Br4F2N2O8P2S in a non-equilibrium geometry. The level of theory is ωB97M-V/def2-TZVPD.

Computed properties:
HOMO-LUMO gap ... 7.20 eV
E_tot ... -365070.6584 eV
Highest occupied orbital energy ... -5.3 eV
E_LUMO ... 1.90 eV
Charge ... -1

Geometry (Å):
C (-4.338, 3.792, 5.813)
C (-3.020, 3.547, 4.897)
C (-1.754, 4.467, 5.126)
C (-0.551, 4.193, 4.150)
C (-0.594, 3.109, 3.018)
C (-1.832, 2.168, 2.803)
C (-2.039, 1.073, 1.705)
C (-1.357, -0.374, 1.766)
C (-2.692, -1.342, 1.651)
C (-3.247, -1.341, 0.120)
O (-3.137, -2.379, -0.587)
F (-3.837, -0.207, -0.507)
O (-0.891, -0.523, 0.367)
P (0.753, -1.003, 0.106)
C (0.247, -0.811, -1.744)
O (0.771, 0.366, -2.415)
C (0.338, 0.471, -3.759)
C (0.411, -0.688, -4.821)
C (-0.041, -0.504, -6.318)
C (0.092, -1.740, -7.339)
C (-0.605, 0.874, -6.851)
C (-0.699, 2.015, -5.803)
C (-0.250, 1.832, -4.299)
C (-0.439, 3.140, -3.363)
C (0.925, 3.632, -2.668)
C (-1.667, 2.908, -2.312)
C (0.301, -2.892, 0.161)
C (1.361, -3.871, 0.834)
C (2.233, -4.766, -0.217)
Br (0.273, -5.354, 1.725)
O (2.397, -1.528, -0.092)
C (2.865, -1.707, -1.381)
N (3.149, -1.644, -2.580)
S (1.622, 1.027, 0.322)
O (0.643, 2.124, 0.011)
O (2.856, 1.268, -0.497)
F (2.149, 1.317, 1.933)
O (1.046, -1.018, 1.844)
C (-0.146, -0.823, 2.694)
C (-0.154, -2.301, 3.424)
P (0.321, 0.161, 4.301)
N (1.741, -0.701, 4.975)
O (-0.998, 0.148, 5.418)
C (-3.029, 2.456, 3.799)
H (-5.218, 3.871, 5.060)
H (-4.527, 2.956, 6.564)
H (-4.296, 4.839, 6.306)
H (-1.716, 5.281, 5.924)
H (0.397, 4.830, 4.244)
H (0.311, 3.000, 2.336)
H (-1.764, 1.558, 0.686)
H (-3.192, 0.954, 1.609)
H (-2.469, -2.441, 1.834)
H (-3.503, -1.036, 2.407)
H (0.337, -1.789, -2.356)
H (-0.905, -0.635, -1.762)
H (0.802, -1.728, -4.542)
H (0.881, -2.450, -6.909)
H (0.396, -1.316, -8.354)
H (-0.915, -2.275, -7.430)
H (-0.916, 1.046, -7.936)
H (-1.087, 3.031, -6.159)
H (-0.795, 4.016, -4.035)
H (0.639, 4.015, -1.613)
H (1.678, 2.774, -2.554)
H (1.401, 4.454, -3.305)
H (-1.320, 3.012, -1.222)
H (-2.473, 3.710, -2.478)
H (-2.186, 1.896, -2.502)
H (-0.656, -2.961, 0.807)
H (0.025, -3.322, -0.859)
H (1.994, -3.441, 1.675)
H (3.314, -4.363, -0.216)
H (2.303, -5.862, 0.092)
H (1.851, -4.666, -1.290)
H (0.931, -2.700, 3.456)
H (-0.859, -3.055, 2.965)
H (-0.456, -2.221, 4.546)
H (2.346, 0.010, 5.429)
H (1.439, -1.345, 5.725)
H (-0.766, -0.568, 6.072)
H (-3.986, 1.826, 3.692)
C (6.753, -3.616, -2.285)
Br (7.045, -2.745, -3.993)
Br (8.229, -3.314, -1.059)
Br (5.046, -3.115, -1.505)
H (6.714, -4.688, -2.477)

---

No. 6
This record from the OMol25 dataset describes a structure of composition C29H39CeCl2O2P3 in a non-equilibrium geometry. The level of theory is ωB97M-V/def2-TZVPD.

Computed properties:
HOMO-LUMO gap (spin up / spin down) ... 4.87 / 4.86 eV
E_tot ... -100626.8664 eV
Highest occupied orbital energy (spin up / spin down) ... -12.4 / -12.4 eV
Energy above the lowest of the compared OMol25 structures with the same formula, charge and spin ... 0.0 kJ/mol
E_LUMO (spin up / spin down) ... -7.53 / -7.54 eV
Charge ... +2

Geometry (Å):
P (3.823, -4.870, -0.869)
C (3.649, -6.147, -2.178)
C (4.666, -6.482, -3.088)
H (5.621, -5.955, -3.057)
C (4.461, -7.504, -4.020)
H (5.274, -7.776, -4.702)
C (3.233, -8.173, -4.060)
H (3.080, -8.977, -4.777)
C (2.200, -7.823, -3.176)
H (1.242, -8.350, -3.202)
C (2.401, -6.806, -2.245)
H (1.613, -6.513, -1.546)
C (5.432, -4.113, -1.336)
C (5.383, -3.079, -2.296)
H (4.412, -2.772, -2.691)
C (6.564, -2.493, -2.747)
H (6.522, -1.716, -3.515)
C (7.797, -2.916, -2.227)
H (8.719, -2.464, -2.588)
C (7.850, -3.918, -1.253)
H (8.809, -4.256, -0.844)
C (6.668, -4.512, -0.801)
H (6.708, -5.295, -0.041)
C (4.333, -5.915, 0.556)
C (4.689, -7.272, 0.440)
H (4.643, -7.767, -0.530)
C (5.119, -7.979, 1.567)
H (5.416, -9.029, 1.458)
C (5.177, -7.341, 2.811)
H (5.526, -7.887, 3.682)
C (4.791, -5.999, 2.940)
H (4.840, -5.496, 3.911)
C (4.350, -5.289, 1.824)
H (4.022, -4.252, 1.908)
Ce (-0.288, -0.248, 0.286)
C (1.472, 1.251, 0.834)
C (2.734, 0.802, 0.907)
H (1.186, 2.278, 1.126)
C (3.154, -0.589, 0.417)
O (3.784, -1.250, 1.548)
H (4.009, -2.172, 1.343)
C (2.024, -1.435, -0.067)
H (3.914, -0.486, -0.385)
C (1.341, -2.346, -0.562)
Cl (-1.615, 1.927, 0.651)
Cl (-2.148, -1.421, -1.025)
P (0.259, 0.876, -2.341)
C (-1.212, 1.638, -3.114)
H (-1.514, 2.512, -2.531)
H (-2.038, 0.921, -3.102)
H (-0.976, 1.927, -4.142)
C (1.514, 2.171, -2.639)
H (2.497, 1.804, -2.315)
H (1.265, 3.055, -2.036)
H (1.537, 2.430, -3.708)
C (0.728, -0.361, -3.606)
H (-0.031, -1.152, -3.631)
H (1.688, -0.815, -3.333)
H (0.803, 0.132, -4.585)
P (4.016, 1.838, 1.674)
C (3.455, 3.536, 1.814)
C (5.460, 1.755, 0.610)
H (2.548, 3.596, 2.424)
H (3.253, 3.971, 0.828)
H (4.249, 4.120, 2.297)
H (5.766, 0.712, 0.480)
H (6.270, 2.321, 1.081)
H (5.228, 2.195, -0.366)
C (4.402, 1.187, 3.302)
H (3.522, 1.287, 3.947)
H (5.243, 1.749, 3.724)
H (4.656, 0.128, 3.195)
H (1.117, -3.313, -0.993)
O (-0.115, -0.986, 2.672)
H (0.498, -1.651, 3.022)
H (-0.655, -0.664, 3.414)